Entry 1:
Below is 2 unconnected molecules or ions with the total composition C4H4NOS2, with properties calculated with the ωB97M-V functional and the def2-TZVPD basis.

XYZ file:
```
12
Properties=species:S:1:pos:R:3:nbo_charge:R:1
C -0.29 -2.36 -0.89 -0.5572
C 0.64 -2.15 -0.01 -0.3597
C 0.89 2.44 0.36 0.5052
C -1.46 2.01 0.42 0.3062
N -0.46 2.65 0.54 -0.5442
O 1.64 3.38 0.33 -0.5511
S -2.88 1.40 0.18 0.0355
S 0.52 -1.07 1.25 -0.5488
H -0.34 -3.22 -1.58 0.1628
H -1.28 -1.87 -0.84 0.1769
H 1.72 -2.57 -0.03 0.1765
H 1.28 1.35 0.29 0.1977
```

Its HOMO energy is -2.797 eV. For the orbital gap, the calculation gives 5.76 eV. Its energy above the lowest of the compared OMol25 structures with the same formula, charge and spin is 0.953 eV. As for the total charge: -1. For the LUMO energy, the calculation gives 2.96 eV. The total energy is -1081.18447 hartree.



Entry 2:
Below is a single C2H5Br2PS molecule, with properties calculated with the ωB97M-V functional and the def2-TZVPD basis.

XYZ file:
```
11
Properties=species:S:1:pos:R:3:nbo_charge:R:1
C -1.30 0.42 -0.31 -0.6314
C -0.31 -0.18 0.68 -0.7561
P 1.36 -0.18 -0.14 0.8534
S 1.11 -1.81 -2.17 -0.4277
Br 1.82 1.96 -0.43 -0.1282
Br 2.75 -0.72 1.47 -0.1149
H -1.96 1.18 0.25 0.2326
H -0.75 0.81 -1.11 0.2207
H -1.89 -0.41 -0.81 0.2414
H -0.44 -1.24 0.76 0.2520
H -0.39 0.18 1.80 0.2582
```

Its HOMO energy is -8.764 eV. For the orbital gap, the calculation gives 6.95 eV. Its energy above the lowest of the compared OMol25 structures with the same formula, charge and spin is 2.369 eV. As for the total charge: 0. For the LUMO energy, the calculation gives -1.81 eV. The total energy is -5966.73095 hartree.



Max |F| per entry: 4.3; 3.5 eV/Å